The following is a DFT calculation (the ωB97M-V functional and the def2-TZVPD basis) of a structure of composition C33H30F3N3OPtS2Te.

HOMO-LUMO gap = 7.63 eV
Relative energy (zero: lowest compared OMol25 entry of this formula, charge and spin) = 1.5 kcal per mole
LUMO level = 0.12 eV
Multiplicity = 1

Cartesian coordinates (Å):
Pt -2.2399 0.1156 -1.4180
Te -0.5988 -1.4204 -3.0201
S -5.0830 -3.2803 -2.5807
S -0.5917 1.7260 -0.8886
F -3.0524 1.4180 0.9775
F -4.2440 1.9865 -0.7381
F -4.5838 0.0982 0.2469
O -0.4365 -0.9110 3.2093
N -2.4579 -2.5720 0.3364
N -0.4304 0.5155 1.4691
N 0.8674 2.4280 1.1682
C 1.4928 -3.5967 0.1359
C 3.6159 3.6025 1.5526
C -4.4641 -0.8914 -3.1714
C 0.7093 -1.9746 -1.4524
C 1.9592 -1.0389 -4.6019
C 2.8474 1.0251 -5.4621
C 2.9464 -0.3502 -5.2913
C -3.6303 -1.2121 -2.0505
C -1.9455 -3.2280 1.3744
C -3.5212 -4.6015 -0.3263
C -3.8563 -2.4975 -1.6279
C -2.1736 -4.5686 1.6364
C 0.2392 3.2982 4.8819
C 2.4268 -2.6881 0.6082
C 2.5065 -1.4215 0.0432
C 2.3245 4.3734 1.2961
C 1.6469 -1.0598 -0.9837
C -3.2550 -3.2371 -0.5041
C -0.2996 2.3589 4.0155
C 0.6369 -3.2457 -0.9009
C -3.6036 0.9191 -0.1813
C -5.2838 -1.9035 -3.5606
C 1.7630 1.7138 -4.9391
C 0.8768 -0.3449 -4.0722
C -0.1584 0.1859 2.7911
C 1.7033 1.0265 4.2249
C 1.5127 3.1125 5.4055
C 0.7765 1.0310 -4.2373
C -0.0137 1.5583 0.6877
C 2.2435 1.9780 5.0780
C -2.9783 -5.2700 0.7518
C 1.3258 3.6075 0.4431
C 0.4365 1.2244 3.6889
H 3.7910 -0.8893 -5.7006
H 2.5468 5.3108 0.7840
H -6.0039 -1.9055 -4.3636
H -0.3351 4.1760 5.1471
H 3.2408 -0.7098 0.4022
H -4.1495 -5.1296 -1.0312
H 1.6838 2.7853 -5.0707
H 1.7856 3.2892 -0.4956
H 3.0910 -2.9654 1.4165
H 3.4408 2.6948 2.1341
H 4.3301 4.2104 2.1077
H -3.1822 -6.3232 0.8997
H 3.2319 1.8305 5.4929
H 4.0839 3.3081 0.6112
H -1.3086 -2.6480 2.0299
H 1.9337 3.8508 6.0752
H 1.7065 -0.0691 -1.4191
H -1.7317 -5.0402 2.5035
H -1.2857 2.5016 3.5890
H 0.4635 4.2260 0.1864
H 3.6169 1.5585 -6.0050
H 1.1624 2.3416 2.1299
H -4.4546 0.0733 -3.6602
H -0.0613 1.5703 -3.8130
H 1.4236 -4.5842 0.5736
H -0.0930 -3.9598 -1.2629
H 1.8513 4.6466 2.2450
H 2.0359 -2.1119 -4.4740
H -1.0250 -0.1551 0.9780
H 2.2556 0.1287 3.9757